The following is a quantum chemistry calculation of a structure of composition C72H61IO25Si2 in a non-equilibrium geometry, from the OMol25 dataset.

Computed properties:
Total energy in hartree: -5537.6179
Kohn-Sham gap in hartree: 0.2673
E_LUMO in eV: -1.919
Largest force on an atom in eV/Å: 2.6

Geometry as ORCA input:
```
! wB97M-V def2-TZVPD RIJCOSX def2/J DEFGRID3
* xyz 0 1
C 3.742 -4.592 -0.119
C 2.585 -3.802 -0.844
O 2.618 -4.181 -2.224
C 2.810 -2.265 -0.657
O 1.541 -1.573 -0.684
Si 1.474 -0.376 0.551
O -0.060 -0.400 1.330
Si -0.537 -2.001 1.788
C -2.413 -2.280 1.726
C -3.050 -2.331 0.291
C -2.788 -3.681 -0.471
I -2.543 -0.662 -0.996
H 3.743 -5.642 -0.479
H 3.675 -4.530 0.986
H 4.691 -4.104 -0.454
H 1.624 -4.122 -0.376
H 1.776 -4.571 -2.463
H 3.356 -2.102 0.305
H 3.484 -1.900 -1.464
H 1.724 0.914 -0.117
H 2.479 -0.598 1.606
H -0.128 -2.130 3.209
H 0.238 -3.030 1.071
H -2.962 -1.498 2.304
H -2.622 -3.252 2.241
H -4.155 -2.287 0.432
H -1.736 -3.761 -0.811
H -3.471 -3.670 -1.347
H -3.096 -4.546 0.166
C -2.337 -1.858 -4.812
C -2.052 -1.254 -5.964
C -2.861 -1.495 -7.177
O -2.602 -0.945 -8.230
C -4.000 -2.433 -7.063
C -4.285 -3.038 -5.912
C -3.475 -2.795 -4.698
O -3.737 -3.346 -3.646
H -1.755 -1.692 -3.915
H -1.223 -0.564 -6.063
H -4.582 -2.597 -7.962
H -5.114 -3.727 -5.810
C -4.924 3.250 -5.325
C -5.378 4.248 -6.083
C -5.399 4.141 -7.559
O -5.812 5.052 -8.250
C -4.898 2.885 -8.162
C -4.444 1.887 -7.404
C -4.424 1.994 -5.927
O -4.012 1.086 -5.232
H -4.901 3.310 -4.244
H -5.747 5.168 -5.662
H -4.921 2.825 -9.243
H -4.073 0.963 -7.828
C 6.432 -0.366 3.053
C 6.762 0.524 3.988
C 6.073 0.551 5.298
O 6.373 1.362 6.149
C 5.004 -0.447 5.529
C 4.675 -1.335 4.592
C 5.364 -1.363 3.286
O 5.065 -2.179 2.435
H 6.925 -0.402 2.089
H 7.541 1.260 3.836
H 4.510 -0.416 6.492
H 3.896 -2.073 4.743
C -8.901 5.682 -2.783
C -10.035 5.090 -2.415
C -10.613 3.981 -3.206
O -11.648 3.442 -2.873
C -9.882 3.553 -4.420
C -8.747 4.145 -4.788
C -8.170 5.255 -3.995
O -7.131 5.797 -4.327
H -8.466 6.491 -2.219
H -10.582 5.390 -1.530
H -10.320 2.740 -4.986
H -8.199 3.846 -5.673
C 0.786 3.565 -1.696
C 0.431 2.542 -2.472
C 0.382 2.676 -3.945
O 0.056 1.744 -4.652
C 0.742 3.990 -4.524
C 1.097 5.013 -3.748
C 1.146 4.878 -2.274
O 1.471 5.810 -1.568
H 0.827 3.485 -0.617
H 0.165 1.574 -2.067
H 0.701 4.069 -5.603
H 1.363 5.981 -4.153
C 8.510 -4.977 4.637
C 7.221 -4.747 4.881
C 6.769 -4.212 6.182
O 5.590 -4.004 6.401
C 7.800 -3.938 7.207
C 9.090 -4.167 6.967
C 9.543 -4.704 5.663
O 10.718 -4.911 5.441
H 8.856 -5.373 3.679
H 6.451 -4.939 4.143
H 7.448 -3.544 8.153
H 9.859 -3.973 7.704
C 1.974 -0.780 9.748
C 0.854 -1.399 10.117
C 0.647 -2.839 9.839
O -0.374 -3.403 10.174
C 1.731 -3.563 9.138
C 2.851 -2.943 8.769
C 3.058 -1.505 9.047
O 4.080 -0.938 8.713
H 2.144 0.272 9.941
H 0.052 -0.886 10.631
H 1.561 -4.614 8.943
H 3.654 -3.456 8.253
C -6.490 9.668 -0.700
C -7.167 8.530 -0.841
C -8.031 8.013 0.243
O -8.649 6.972 0.117
C -8.117 8.808 1.488
C -7.440 9.946 1.629
C -6.575 10.464 0.545
O -5.960 11.502 0.672
H -5.852 10.061 -1.481
H -7.113 7.938 -1.744
H -8.755 8.414 2.270
H -7.490 10.541 2.533
C 11.010 -7.138 -0.081
C 10.553 -6.185 0.730
C 9.143 -6.170 1.175
O 8.724 -5.297 1.916
C 8.259 -7.251 0.689
C 8.715 -8.204 -0.122
C 10.126 -8.221 -0.568
O 10.543 -9.089 -1.305
H 12.038 -7.167 -0.418
H 11.185 -5.386 1.098
H 7.230 -7.222 1.026
H 8.083 -9.003 -0.489
C -4.012 9.469 -4.572
C -3.726 10.083 -5.720
C -4.538 9.852 -6.936
O -4.275 10.409 -7.981
C -5.678 8.915 -6.830
C -5.965 8.301 -5.682
C -5.153 8.532 -4.465
O -5.412 7.976 -3.415
H -3.429 9.625 -3.673
H -2.896 10.771 -5.816
H -6.260 8.759 -7.729
H -6.793 7.614 -5.587
C 3.871 -6.878 3.982
C 3.412 -5.927 4.795
C 2.001 -5.913 5.238
O 1.583 -5.045 5.977
C 1.119 -6.996 4.747
C 1.578 -7.946 3.934
C 2.990 -7.960 3.490
O 3.410 -8.826 2.750
H 4.900 -6.904 3.646
H 4.044 -5.128 5.165
H 0.090 -6.969 5.083
H 0.948 -8.745 3.564
*
```